# 1
Here is a cluster of 2 separate species, C5H10N2O2 in total from the OMol25 dataset. Energies are from the ωB97M-V functional and the def2-TZVPD basis.

Last column: Löwdin charge in e.
Positions of all 19 atoms, in Å:
C -0.77 -0.89 -1.56  0.009
C -1.02 -0.95 -0.08  -0.553
O -0.48 -1.74 0.67  0.023
N -1.95 -0.11 0.41  0.002
O -2.57 0.89 -0.31  -0.020
H -1.54 -1.48 -2.05  0.095
H -0.83 0.13 -1.94  0.071
H 0.20 -1.32 -1.79  0.084
H -2.13 -0.10 1.41  0.163
H -1.94 1.62 -0.42  0.051
C 0.20 2.01 0.02  0.097
C 0.98 1.11 0.18  -0.114
C 2.05 0.12 0.35  -0.291
N 2.01 -0.74 1.52  0.004
H -0.41 2.86 -0.07  0.037
H 2.09 -0.52 -0.54  0.114
H 2.99 0.70 0.39  0.120
H 1.90 -0.19 2.36  0.074
H 1.23 -1.39 1.45  0.033

Summary:
- total charge = 0
- structure (SMILES) = CC(=O)NO.C#CCN
- HOMO-LUMO gap (eV) = 10.1



# 2
Here is a structure of composition C36H31N11O5Ti at a distorted geometry from the OMol25 dataset. Energies are from the ωB97M-V functional and the def2-TZVPD basis.

Last column: Mulliken spin population.
Positions of all 84 atoms, in Å:
Ti -0.57 0.42 -1.08  0.907
O -3.10 2.65 -3.40  0.003
C -2.81 1.80 -2.58  0.002
O -1.70 1.78 -1.89  -0.012
C -3.72 0.59 -2.36  -0.003
C -3.05 -0.61 -3.08  0.012
C -4.05 -1.72 -3.34  0.002
C -4.30 -2.25 -1.91  0.003
C -3.33 -1.42 -1.09  -0.002
O -2.23 -1.18 -2.02  0.034
C -3.86 0.01 -0.90  0.010
C -3.01 0.75 0.12  -0.003
O -3.39 1.74 0.70  -0.001
O -1.81 0.20 0.32  0.020
H -4.68 0.83 -2.80  0.000
H -2.44 -0.34 -3.93  -0.010
H -3.59 -2.48 -3.97  0.000
H -4.94 -1.35 -3.84  0.000
H -4.08 -3.31 -1.82  0.000
H -5.33 -2.09 -1.58  0.000
H -2.95 -1.90 -0.19  -0.008
H -4.89 0.05 -0.55  0.000
C 1.19 0.98 3.96  0.002
C 0.14 0.43 3.23  0.001
N 0.35 -0.22 2.09  0.007
C 1.60 -0.34 1.68  -0.058
C 2.65 0.21 2.42  0.016
N 2.45 0.87 3.55  0.000
C 1.86 -1.12 0.43  0.030
C 2.87 -2.03 0.44  0.065
C 3.09 -2.88 -0.68  0.082
C 2.28 -2.68 -1.76  0.004
C 1.30 -1.68 -1.74  0.088
N 1.00 -0.94 -0.61  0.127
C 0.69 -1.23 -2.96  0.189
C 0.64 -1.97 -4.17  -0.029
N 0.28 -1.45 -5.31  0.088
C -0.04 -0.12 -5.30  0.101
C -0.11 0.60 -4.15  0.022
N 0.22 0.05 -2.95  0.174
C 4.17 -3.90 -0.67  -0.014
C 4.68 -4.41 0.51  0.020
C 5.70 -5.35 0.47  -0.007
N 6.24 -5.81 -0.65  0.018
C 5.74 -5.32 -1.79  -0.005
C 4.73 -4.38 -1.85  0.017
H 1.00 1.51 4.88  0.000
H -0.89 0.51 3.57  0.000
H 3.67 0.14 2.06  0.003
H 3.49 -2.10 1.32  0.015
H 2.41 -3.26 -2.66  -0.015
H 0.90 -3.02 -4.17  0.002
H -0.29 0.34 -6.24  0.007
H -0.45 1.63 -4.13  0.016
H 4.28 -4.11 1.47  0.004
H 6.10 -5.75 1.40  0.000
H 6.18 -5.69 -2.71  0.000
H 4.41 -4.02 -2.82  0.001
N -2.31 -1.93 2.98  0.000
N -1.68 -2.45 1.75  -0.002
H -3.02 -2.61 3.23  0.000
H -2.85 -1.13 2.67  0.000
H -0.99 -3.12 2.08  0.000
H -1.14 -1.66 1.43  0.017
N -1.70 7.16 6.61  0.000
C -1.33 6.56 5.70  0.000
C -0.86 5.80 4.56  0.001
C 0.38 6.08 4.00  0.000
C 0.83 5.35 2.92  0.000
C 0.04 4.34 2.40  -0.003
C -1.21 4.05 2.94  0.001
C -1.66 4.79 4.02  0.000
N 0.52 3.57 1.30  0.001
C 1.85 3.34 0.95  0.011
C 1.82 2.43 -0.04  0.007
N 0.51 2.08 -0.30  -0.001
C -0.24 2.78 0.51  0.037
H 0.99 6.87 4.42  0.000
H 1.78 5.59 2.47  0.000
H -1.83 3.26 2.54  0.000
H -2.62 4.58 4.45  0.000
H 2.67 3.83 1.45  0.000
H 2.64 1.99 -0.58  0.001
H -1.32 2.77 0.54  0.005

Summary:
- total charge = 0
- HOMO-LUMO gap (alpha / beta) (eV) = 5.6 / 7.4
- expectation value of S² = 2.022
- spin multiplicity = 3



# 3
Here is a cluster of 13 separate species, C17H60N10O13 in total at a distorted geometry from the OMol25 dataset. Energies are from the ωB97M-V functional and the def2-TZVPD basis.

Last column: Löwdin charge in e.
Positions of all 100 atoms, in Å:
C 1.74 -2.52 5.10  -0.091
C 2.72 -1.46 4.74  -0.309
O 3.56 -1.20 5.86  -0.073
H 1.21 -2.78 4.20  0.055
H 0.99 -2.23 5.80  0.072
H 2.24 -3.43 5.38  0.075
H 2.28 -0.56 4.30  0.107
H 3.41 -1.96 4.03  0.101
H 4.07 -1.94 6.07  0.047
C -0.51 2.12 -3.69  -0.079
C -1.66 2.92 -4.18  -0.322
O -1.22 4.18 -4.61  -0.064
H 0.11 1.82 -4.47  0.049
H -0.82 1.17 -3.16  0.062
H 0.12 2.63 -2.96  0.060
H -2.33 3.12 -3.43  0.075
H -2.19 2.41 -4.97  0.115
H -0.64 4.03 -5.35  0.072
C -5.11 0.40 -3.43  -0.073
C -4.00 0.28 -2.35  -0.311
O -2.93 -0.47 -2.87  -0.089
H -5.31 -0.45 -3.98  0.045
H -4.93 1.09 -4.18  0.035
H -6.01 0.76 -2.96  0.071
H -4.55 -0.28 -1.47  0.121
H -3.78 1.20 -1.88  0.072
H -2.22 -0.51 -2.19  0.050
C 0.49 0.35 -0.71  -0.047
C 0.35 -0.03 0.79  -0.240
O 1.60 0.06 1.46  -0.139
H -0.53 0.27 -1.20  0.077
H 1.15 -0.36 -1.15  0.028
H 0.83 1.34 -0.87  0.035
H -0.08 -1.04 0.77  0.099
H -0.40 0.66 1.27  0.092
H 2.02 -0.80 1.56  0.030
C -1.63 -3.42 -1.65  -0.652
O -1.17 -2.33 -1.08  -0.040
N -1.51 -3.52 -2.93  0.145
N -1.72 -4.52 -0.94  0.179
H -1.40 -2.64 -3.49  0.125
H -1.72 -4.29 -3.51  0.119
H -1.67 -4.36 0.03  0.101
H -2.13 -5.41 -1.20  0.122
C 4.49 0.78 -0.70  -0.610
O 4.89 0.81 -2.00  -0.104
N 4.92 0.01 0.26  0.116
N 3.50 1.53 -0.15  0.152
H 5.80 -0.47 0.10  0.142
H 4.59 0.09 1.23  0.143
H 3.01 2.22 -0.79  0.070
H 2.99 1.34 0.75  0.106
C 1.34 -1.86 -3.42  -0.551
O 0.15 -1.03 -3.64  -0.153
N 2.53 -1.41 -3.42  0.139
N 1.28 -3.14 -3.03  0.107
H 3.37 -2.03 -3.10  0.178
H 2.73 -0.40 -3.68  0.168
H 0.32 -3.53 -2.98  0.080
H 2.13 -3.79 -3.01  0.163
C 2.44 -2.56 0.32  -0.680
O 2.71 -2.50 1.66  -0.099
N 1.73 -3.49 -0.22  0.165
N 2.98 -1.82 -0.55  0.179
H 1.06 -4.08 0.37  0.155
H 1.39 -3.33 -1.20  0.068
H 3.63 -1.08 -0.16  0.080
H 2.52 -1.61 -1.45  0.066
C -3.60 0.70 1.66  -0.645
O -2.83 0.12 0.72  -0.085
N -3.11 1.53 2.53  0.160
N -4.86 0.38 1.91  0.132
H -2.13 1.87 2.39  0.082
H -3.57 1.89 3.36  0.123
H -5.41 -0.14 1.22  0.107
H -5.50 0.94 2.60  0.159
C -1.42 3.27 -0.16  -0.120
O -1.18 3.22 1.23  -0.140
H -1.79 4.29 -0.37  0.091
H -2.11 2.53 -0.52  0.067
H -0.47 3.18 -0.69  0.049
H -0.68 3.98 1.54  0.083
C 2.00 4.11 -0.11  -0.186
O 2.15 3.52 -1.34  -0.137
H 1.70 3.35 0.64  0.087
H 1.32 4.97 -0.06  0.098
H 2.90 4.55 0.19  0.068
H 2.44 4.24 -1.96  0.141
C -1.18 -1.49 3.41  -0.148
O -1.84 -1.97 4.58  -0.084
H -0.32 -0.97 3.59  0.026
H -1.83 -0.90 2.82  0.051
H -0.89 -2.34 2.86  0.072
H -2.76 -1.95 4.35  0.051
C 0.08 1.71 3.96  -0.142
O 1.11 2.10 3.05  -0.142
H 0.35 1.00 4.75  0.077
H -0.78 1.33 3.37  0.041
H -0.25 2.64 4.43  0.080
H 1.22 1.42 2.37  -0.001

Summary:
- total charge = 0
- HOMO-LUMO gap (eV) = 9.3



# 4
Here is a structure of composition C3H5NaO4 at a distorted geometry from the OMol25 dataset. Energies are from the ωB97M-V functional and the def2-TZVPD basis.

Last column: Löwdin charge in e.
Positions of all 13 atoms, in Å:
O -0.36 -0.39 -2.08  0.049
C -0.53 -0.67 -0.89  -0.682
C 0.50 1.14 0.70  -0.274
O -0.79 0.79 0.26  -0.276
O 0.49 -1.08 -0.04  -0.040
C 1.38 0.00 0.19  -0.161
H 0.64 1.27 1.79  0.100
H 0.82 2.10 0.26  0.111
H 2.20 -0.32 0.84  0.123
H 1.84 0.34 -0.76  0.123
O -1.62 -1.52 -0.58  0.027
H -2.31 -1.36 -1.22  0.111
Na -2.26 -0.28 1.53  0.790

Summary:
- total charge = 0
- HOMO-LUMO gap (eV) = 7.4



# 5
Here is an isolated molecule of C4H3ClOS2 at a distorted geometry from the OMol25 dataset. Energies are from the ωB97M-V functional and the def2-TZVPD basis.

Last column: Löwdin charge in e.
Positions of all 11 atoms, in Å:
O 0.19 -2.51 -0.70  0.040
C 0.09 -1.37 -0.30  -0.588
S -1.44 -0.75 0.61  0.991
C -0.84 0.87 0.64  -1.159
S -1.68 2.12 1.28  0.670
C 0.48 1.03 -0.06  -0.318
C 1.22 -0.29 -0.13  -0.674
Cl 2.33 -0.35 -1.51  0.676
H 0.24 1.31 -1.09  0.123
H 1.10 1.81 0.37  0.121
H 1.77 -0.48 0.78  0.117

Summary:
- total charge = 0
- structure (SMILES) = O=C1SC(=S)C[C@@H]1Cl
- HOMO-LUMO gap (eV) = 8.5